Record 1
C24H22F2N4S | wB97M-V/def2-TZVPD

Computed properties:
Structure (SMILES): Cc1[nH]c2ccc(F)cc2c1CCN(Cc1cccnc1)C(=S)Nc1ccc(F)cc1
Orbital gap in eV: 8.5055
Largest force on an atom in Eh/bohr: 0.0192
Energy in a.u.: -1744.74356
LUMO level in eV: 0.5

```
53
Properties=species:S:1:pos:R:3:lowdin_charge:R:1
C -3.3526 0.9947 -0.5846 0.047
C 2.2081 -0.7288 4.6512 -0.029
C -0.9051 -1.5119 -4.2419 -0.003
H -4.3466 1.5531 -3.7825 0.116
H 2.4967 -1.6107 6.5896 0.100
N 2.0558 -3.3423 3.7569 0.067
F 0.1562 -2.7102 -5.9724 0.050
C 1.2655 -2.5083 -3.8998 -0.001
C 1.2878 -2.0226 -2.6063 -0.057
C 1.2263 3.0478 0.1809 -0.005
H 0.1021 3.2757 -2.2882 0.167
C 0.2276 -1.2580 -2.1256 -0.244
H 2.8240 0.2281 1.7558 0.055
C 2.2498 -3.0760 5.0371 -0.155
F -5.3101 0.3771 -1.7222 0.048
H 1.4616 4.0133 -0.2633 0.085
N -0.4619 2.7933 -1.6092 0.144
N 0.1643 -0.7600 -0.8231 0.084
C 1.8762 0.1126 2.2939 -0.169
C -0.0851 2.5567 -0.3130 -0.242
C -1.0759 1.8504 0.3238 -0.164
C 1.1818 -0.4357 0.0240 -0.755
C -4.1060 0.9962 -1.7350 -0.284
H -2.0930 1.3188 2.1137 0.119
H -3.7192 0.5161 0.3098 0.123
H 2.0215 2.3500 -0.0881 0.046
H 2.1324 -2.2402 -1.9756 0.052
C -3.6948 1.5985 -2.9252 -0.023
C 1.9435 -2.3321 2.9167 -0.092
C 2.3368 -1.7854 5.5370 -0.061
C -2.4745 2.2369 -2.9875 -0.012
H -0.7568 -0.4233 -0.5744 0.107
C -1.6914 2.2514 -1.8410 -0.215
H -2.1390 2.7058 -3.8992 0.115
C -0.5033 -0.0994 1.8156 -0.127
C 0.1755 -2.2400 -4.7060 -0.283
C -1.0741 1.3324 1.7240 -0.096
H -1.1505 -0.8030 1.2869 0.128
H 2.3379 -3.9371 5.6859 0.102
H -1.7526 -1.3318 -4.8836 0.118
H 2.0846 -3.0963 -4.2815 0.119
H -1.7164 -0.4653 -2.5744 0.094
H 1.6494 1.0555 2.8012 0.122
N 0.8509 -0.1710 1.3112 -0.118
C 2.0066 -0.9948 3.3022 -0.190
S 2.7565 -0.3185 -0.4952 0.726
H 1.2163 3.1542 1.2619 0.077
H 2.2667 0.2930 5.0012 0.113
H -0.4793 -0.4109 2.8637 0.129
C -0.8749 -1.0278 -2.9499 -0.006
C -2.1152 1.6396 -0.6338 -0.147
H 1.7949 -2.6005 1.8788 0.117
H -0.4793 1.9909 2.3594 0.109
```

---

Record 2
C12H28CoO4P2S4 | wB97M-V/def2-TZVPD

Computed properties:
Net charge: +1
Orbital gap (spin up / spin down) in eV: 8.5562 / 8.5568
Largest force on an atom in Eh/bohr: 0.0276
Energy in a.u.: -4433.05774
LUMO level (spin up / spin down) in eV: -3.6 / -3.6

```
51
Properties=species:S:1:pos:R:3:lowdin_charge:R:1
H 4.1905 0.0052 -1.0205 0.091
H 0.4381 1.3325 3.8922 0.091
H -4.0069 -1.6506 -0.5133 0.103
H 0.5019 3.2911 0.6408 0.071
H 2.7290 1.0249 2.9080 0.070
C 0.6263 0.5647 3.1380 -0.479
C 3.3062 -0.3352 -0.4771 -0.461
H 3.1639 1.8813 0.9973 0.060
C 3.7268 -0.6346 0.9567 -0.505
C 2.3383 2.2062 0.3706 -0.409
C 2.0937 0.1796 3.1658 -0.508
H -2.9861 1.7646 1.1925 0.051
H 1.4084 3.0533 2.1355 0.103
S 2.0370 0.9102 -0.8662 0.994
H -3.4681 2.1830 -1.7032 0.063
H 0.8700 -2.1155 -2.8044 0.062
H -0.7279 -1.4460 -3.0846 0.045
H -0.0102 -0.2856 3.3888 0.082
P -0.3030 -1.8222 -0.7347 0.851
S -0.5409 2.4642 -2.1087 0.385
H -2.8760 0.0934 1.7775 0.047
S 2.4332 -1.2160 2.0752 0.910
O -1.5142 3.0787 -2.9440 -0.240
H 2.9668 -1.2386 -0.9865 0.059
H 0.3794 -4.0606 -0.3717 0.065
C -2.9939 -1.4835 -0.8824 -0.352
H 4.2316 0.2149 1.4146 0.074
H 2.3522 -0.1133 4.1838 0.085
C 1.1087 2.5832 1.1971 -0.421
H -3.0081 0.9340 -2.8594 0.063
H 0.6481 -3.0973 1.0989 0.019
O -0.4297 0.9426 -2.4411 -0.439
H -0.5418 -3.1909 -2.7306 0.066
C -3.4408 1.1113 -1.8776 -0.193
C -3.2328 0.7287 0.9676 -0.216
H 2.6563 3.0870 -0.1844 0.095
Co -0.2475 0.4354 -0.6096 -0.105
O 0.7549 3.0807 -2.0193 -0.310
H 1.7813 -2.9844 -0.2482 0.033
C 0.7332 -3.1035 0.0186 -0.255
H -4.4503 0.6962 -1.8342 0.072
C -1.9663 -2.3958 -0.2364 -0.370
H 4.4746 -1.4282 0.9131 0.083
P -2.4902 0.2584 -0.6102 0.877
C -0.1772 -2.1873 -2.5068 -0.209
S -0.0601 1.2577 1.6131 0.964
H -4.3150 0.6214 0.8777 0.067
H -2.0867 -3.4418 -0.5260 0.101
H -3.0143 -1.6377 -1.9640 0.094
O -1.0433 2.2371 -0.6331 -0.519
H -2.0194 -2.3533 0.8549 0.094
```

---

Record 3
CH2O2S | wB97M-V/def2-TZVPD

Computed properties:
Orbital gap in eV: 9.8794
Largest force on an atom in Eh/bohr: 0.0652
Energy in a.u.: -587.91918
LUMO level in eV: 0.5

```
6
Properties=species:S:1:pos:R:3:lowdin_charge:R:1
H 0.6723 0.6726 -0.2302 0.020
H -1.3896 -0.1600 1.3348 -0.120
C 0.3125 -1.4457 -1.1214 0.005
O 0.6306 -0.8628 -2.0201 0.058
O 0.0102 1.2885 0.2969 -0.622
S -0.2360 0.5074 1.7400 0.660
```

---

Record 4
C11H18O | wB97M-V/def2-TZVPD

Computed properties:
Structure (SMILES): CCc1ccc(O)cc1.CCC
Orbital gap in eV: 9.3723
Largest force on an atom in Eh/bohr: 0.0437
Energy in a.u.: -505.15177
LUMO level in eV: 0.8

```
30
Properties=species:S:1:pos:R:3:lowdin_charge:R:1
C 0.6558 3.3405 1.1558 -0.110
C -0.4132 2.7710 2.1123 -0.317
H -0.1813 0.8400 1.2625 0.047
H 0.7903 0.4133 -1.7381 0.112
H 3.5561 -1.7163 1.2586 0.088
H 0.8994 2.5126 0.4879 0.050
C 0.7442 -0.4478 -1.0826 -0.057
H -1.2344 -3.0475 -0.3107 0.116
H 0.3548 4.2299 0.6115 0.063
C 1.9243 -0.8948 -0.4463 -0.032
C -0.4177 1.2656 2.2427 -0.123
H 0.2739 0.8201 2.9586 0.070
C -0.3536 -2.4123 -0.3272 -0.044
O 3.0154 -2.4540 1.0357 0.061
H -2.4344 -0.6893 -0.9615 0.115
H 1.5908 3.5865 1.6655 0.064
C -1.6462 -0.6082 -1.7340 -0.234
H -2.3635 -2.2065 -3.0673 0.073
H 2.7838 -0.2594 -0.6295 0.114
C -0.4165 -1.2226 -1.0794 -0.245
H -1.3775 3.0228 1.6340 0.095
H -2.7663 -0.6021 -3.5588 0.070
C 0.7647 -2.7949 0.3412 -0.019
H -1.3962 0.8350 2.4713 0.070
C 1.9355 -2.0116 0.3275 -0.329
C -1.9748 -1.1898 -3.0880 -0.095
H 0.8413 -3.7754 0.7991 0.120
H -0.5680 3.3726 3.0120 0.096
H -1.0669 -1.1479 -3.6889 0.078
H -1.5197 0.4708 -1.6636 0.102
```

---

Among the records above, which one has the lowest energy? C12H28CoO4P2S4

---

Look up the largest force on an atom of the third one. 0.0652 Eh/bohr

---

Which of these has the highest largest force on an atom? CH2O2S